86
Properties=species:S:1:pos:R:3 method="wB97M-V/def2-TZVPD" multiplicity=1 e_above_lowest_kj_mol=20.5 lumo_ev=1.63 total_charge=-1 total_energy_ev=-71537.2614 orbital_gap_ha=0.153
H 5.84343 4.47515 -1.84615
H 1.13820 2.38192 -1.62965
C -5.03729 -4.36199 -2.28747
O 5.60888 7.60159 -1.09161
H 5.01254 2.42036 -2.51107
H 3.39138 2.30767 -3.11487
H 6.81970 -1.74232 1.05744
H -5.10380 -3.20701 -0.61728
C 7.98509 -1.93854 2.71090
H -4.10502 -3.46815 -3.89096
N -6.40397 -5.85965 7.34537
C -1.40319 2.87624 -1.49166
C -2.98335 -0.57534 1.72736
H -0.62890 3.00418 -0.72444
H 7.79576 6.73305 -0.30286
H 4.87539 5.90569 -1.93232
H -4.42052 1.66414 -1.62153
N 7.01854 -1.34142 1.95506
H -0.75497 3.32330 -3.50630
C 3.91671 4.20871 -2.58711
H -3.27354 1.73748 -2.96645
O 0.97023 0.69441 -2.82064
C 0.78333 2.10036 -2.62662
H 6.50540 -0.53075 2.24379
O -1.84724 -0.17564 1.51163
H -4.77154 -1.27435 0.93625
H -1.17455 1.63044 -3.27763
N -7.35686 -3.11621 3.20842
N 7.82454 7.68306 -0.62012
N 4.50200 -0.56560 -2.12401
H -6.98578 -2.26836 3.59083
H 7.57264 10.06679 -1.47165
O -5.62980 -5.34426 -1.83746
H -4.41714 -0.96414 3.21240
C -0.69021 2.48655 -2.80647
H -7.85280 -3.73512 3.82220
C -2.36566 1.80314 -0.96985
H -8.17962 -5.17148 1.96792
H -2.88133 -0.38239 3.76329
H 8.92967 -1.77297 4.50391
N -3.84493 -0.92871 0.75075
N 6.72814 9.52895 -1.48188
H -4.75330 -5.05103 -4.20033
H -4.66490 -6.30313 5.53567
H 8.69310 8.18065 -0.59259
H 7.03143 -2.20710 -1.01410
H 3.74362 -1.10861 -1.75709
H 4.29345 0.24218 -2.67756
N -3.48536 -0.65652 3.01396
H -7.46322 -4.75629 0.44284
H 1.42401 2.60578 -3.34691
N -4.77816 -3.24137 -1.56655
H 1.82207 -0.37214 -1.26183
C -6.35045 -5.21944 6.13849
H 7.73558 -0.54694 4.25988
O 8.59524 -2.92385 2.33228
H -1.79915 0.92511 -0.66855
N -7.63732 -4.54031 1.41096
N 4.14246 2.86245 -2.74636
O -6.45876 -2.63271 1.17420
H -1.87552 3.85885 -1.57725
N -3.47479 -0.15963 -2.02550
H 5.88206 9.95010 -1.81609
O -7.15210 -4.35452 5.82230
H 5.35043 -2.56463 -0.80211
H -3.55112 -0.76872 -0.22048
H -7.13597 -5.59041 7.97420
C 5.81610 -0.84735 -1.92236
H 0.25933 -0.96399 -1.86133
C -7.11352 -3.37330 1.89435
Cl -3.24779 -0.67031 -3.71512
O 6.71537 -0.14883 -2.36222
N -5.34121 -5.60148 5.30462
H -5.75325 -6.56762 7.62505
H -2.87538 2.22100 -0.09595
H -4.32302 -2.42507 -1.95715
N -4.58910 -4.28859 -3.57434
C 0.83804 -0.06760 -1.63960
H -5.27726 -5.13407 4.41758
N 6.06888 -1.96867 -1.16877
H 0.31056 0.47323 -0.85286
C 6.65286 8.22959 -1.06663
O 2.85544 4.73012 -2.88090
N 4.97229 4.91109 -2.07803
N 8.22524 -1.35486 3.92771
C -3.43651 1.31010 -1.97496

***

56
Properties=species:S:1:pos:R:3 method="wB97M-V/def2-TZVPD" multiplicity=6 e_above_lowest_kj_mol=96.2 lumo_ev="4.23 / 3.96" s_squared=8.80 total_charge=-2 total_energy_ev=-134545.8491 orbital_gap_ha="0.173 / 0.225"
Ru -0.62887 0.78715 0.58588
C 0.72821 -0.61255 -0.37552
H 1.54284 -2.33845 1.53659
H -0.24313 -1.39918 -2.04737
H 4.51367 0.17298 3.29979
H -0.09466 3.64590 -5.75873
H 2.15332 -4.18122 -4.79769
C -3.22621 2.25579 0.06990
N -1.90823 2.98294 -1.59907
C 1.78739 -0.41682 0.58868
C -0.50903 3.06799 -4.93948
O 0.27456 0.01883 4.61796
C -5.36606 0.14184 2.21040
C 3.66172 -3.79736 -3.33454
H -2.68893 -1.82901 1.56222
H -3.80217 3.16455 -0.08006
H 2.29204 1.57667 -0.06633
H 4.96207 -3.21909 -1.74378
N -2.08327 2.11549 -0.61957
S -0.64242 4.19965 -3.50909
C 3.05931 -1.18933 2.50334
C 1.44801 -2.88121 -3.24978
H 0.26071 1.84418 2.83663
C 2.49185 0.80179 0.66375
I 0.23542 4.10863 1.44586
H 3.98199 1.94829 1.67139
H 0.15426 2.25472 -4.66311
Se -0.99076 -0.47649 3.76283
H 0.46016 -2.79201 -3.68538
C 3.96748 -3.12371 -2.16334
S 0.56292 1.99241 -1.84019
C -0.47567 2.20934 2.11735
H 4.40587 -4.41000 -3.82771
O -2.21451 0.55361 3.88306
H 3.27675 -1.95452 3.23555
C -0.77660 3.00442 -2.21339
C 3.02608 -2.33147 -1.53435
C -4.93277 1.25600 1.54422
C 2.09325 -1.40742 1.54658
H -1.49623 2.69065 -5.19583
C -4.57079 -1.00610 2.20478
H 3.28775 -1.80951 -0.62625
C 2.39387 -3.66538 -3.87648
C 3.46041 1.00190 1.62837
O -1.41912 -1.96184 4.18362
C 1.73409 -2.19591 -2.06095
C -3.34338 -0.96561 1.56020
C 3.75438 0.01064 2.54772
H -4.88023 -1.90385 2.71477
H -6.31814 0.14151 2.72853
H -5.50667 2.17449 1.52151
H -1.43351 2.38384 2.60164
C 0.67595 -1.38773 -1.46347
N -2.91800 0.08473 0.89338
O -0.48235 -0.54202 2.14415
C -3.69461 1.20685 0.86082

***

33
Properties=species:S:1:pos:R:3 method="wB97M-V/def2-TZVPD" multiplicity=2 e_above_lowest_kj_mol=185.1 lumo_ev="-11.47 / -11.95" s_squared=0.76 total_charge=+3 total_energy_ev=-296070.2056 orbital_gap_ha="0.189 / 0.171"
H 4.45475 0.97476 -1.20135
S -0.68829 0.82133 2.32765
Br 0.47831 -4.50579 -3.30479
C -0.10316 -4.83492 0.79740
C 3.88705 2.55599 0.30371
C -0.17454 -2.49623 0.26408
H -0.15318 -5.64579 1.51033
S -2.22333 2.19394 -0.74037
C 0.11495 -5.11588 -0.54629
H 0.23021 -6.14279 -0.86882
H 0.08587 -1.98425 -1.82619
H 2.30201 3.52441 1.51739
C -0.30589 -1.13810 0.67815
C 0.18826 -4.09105 -1.49587
C 3.72722 1.48860 -0.59074
Re -0.25764 1.76255 0.53687
H 2.00539 0.39492 -1.12703
C 0.04626 -2.78119 -1.09642
S -5.75408 2.69372 -0.80616
H -0.41352 -3.30267 2.26091
N 1.72134 1.93367 0.22847
Cl -0.35750 4.18950 1.04254
N 2.44797 1.14023 -0.60705
S -5.39370 0.97800 -2.06183
C -0.25161 -3.52907 1.21639
O -0.13740 -0.14840 -0.14275
Cl -3.77574 4.49270 1.63808
I 5.64077 3.52421 0.77975
Ge -2.42965 4.29737 0.05503
As -4.58674 1.02939 -0.08602
Cl -2.35287 5.79846 -1.36700
O -0.59078 -0.87428 1.92297
C 2.61926 2.79665 0.78901